Molecular formula: C104H60O18
Method: DFT, ωB97M-V/def2-TZVPD

Each line ends with the Mulliken charge.
Geometry (Å):
O 4.5195 6.7818 8.7453  -0.610
C 3.7060 5.8727 8.8242  0.280
C 3.5673 4.8495 7.6471  0.285
C 4.1598 5.1750 6.4121  -0.661
C 4.2058 4.2509 5.3543  -0.688
C 3.4144 3.0978 5.4941  -0.562
C 2.6412 2.9447 6.6262  0.235
C 2.6614 3.7650 7.6715  0.035
C 1.9316 3.4962 8.9727  0.387
O 1.3343 2.4360 9.1401  -0.580
C 2.0771 4.3897 10.1209  0.399
C 1.1500 4.2603 11.2073  -0.602
C 1.2645 5.0816 12.2997  -0.518
C 2.1292 6.1989 12.2534  -0.468
C 3.0322 6.2939 11.1911  -0.653
C 2.9343 5.4728 10.0540  0.327
H 4.8778 5.9614 6.2319  0.351
H 4.9088 4.4701 4.5644  0.428
H 3.3954 2.2280 4.8543  0.657
H 2.0090 2.0692 6.6183  0.409
H 0.4916 3.4052 11.1640  0.412
H 0.4945 4.9564 13.0467  0.385
H 2.3652 6.8856 13.0529  0.348
H 3.6631 7.1615 11.3161  0.387
O -1.2326 -4.0564 5.0074  -0.714
C -0.2559 -3.2583 5.2084  0.368
C 1.1259 -3.3952 4.5766  0.528
C 1.2842 -4.4504 3.6895  -1.057
C 2.4164 -4.5193 2.9209  -0.287
C 3.5823 -3.8883 3.2295  -1.218
C 3.4875 -2.9148 4.2952  -0.806
C 2.2154 -2.5460 4.7930  0.907
C 2.0424 -1.3310 5.7988  0.766
O 3.0682 -0.6332 6.0955  -0.760
C 0.7356 -1.2594 6.5122  1.181
C 0.6905 -0.4719 7.6734  -1.216
C -0.4763 -0.3785 8.4573  -0.333
C -1.5283 -1.2757 8.2866  -0.708
C -1.4820 -2.1048 7.1757  -0.640
C -0.3453 -2.1352 6.2991  0.270
H 0.4478 -5.1171 3.5396  0.555
H 2.5788 -5.3540 2.2551  0.593
H 4.5882 -4.1637 2.9491  0.450
H 4.3580 -2.3171 4.5219  0.465
H 1.5001 0.0836 8.1231  0.425
H -0.4399 0.2977 9.2986  0.472
H -2.3639 -1.3084 8.9701  0.418
H -2.4130 -2.5276 6.8278  0.391
O -0.5055 -4.1670 -8.1869  -0.647
C -0.3137 -4.8594 -7.1567  -0.087
C 0.4859 -6.1478 -7.2338  0.315
C 1.3199 -6.3990 -8.3126  -0.558
C 1.9641 -7.5527 -8.4547  -0.722
C 1.7838 -8.4948 -7.5014  -0.596
C 1.0860 -8.2308 -6.2685  -0.567
C 0.5428 -7.0009 -6.1647  1.031
C -0.0666 -6.5873 -4.9145  0.504
O -0.3133 -7.4883 -4.1452  -0.659
C -0.3977 -5.1348 -4.7726  0.062
C -0.7666 -4.7162 -3.4757  -0.785
C -0.9810 -3.2578 -3.3050  -0.577
C -0.6848 -2.4167 -4.3574  0.129
C -0.5818 -2.8628 -5.6181  -1.430
C -0.3820 -4.2400 -5.8570  0.644
H 1.5255 -5.6676 -9.0802  0.436
H 2.5472 -7.8700 -9.3066  0.422
H 2.3268 -9.4279 -7.4721  0.356
H 1.1237 -8.9613 -5.4739  0.565
H -0.9666 -5.3756 -2.6440  0.615
H -1.3200 -2.7646 -2.4060  0.397
H -0.7823 -1.3597 -4.1582  0.546
H -0.7563 -2.0981 -6.3606  0.566
O -2.8987 7.9463 1.2433  -0.672
C -2.4804 7.7189 0.0698  0.288
C -1.5917 6.5059 -0.2731  0.390
C -1.3477 5.5345 0.7159  -1.342
C -0.5036 4.4805 0.4165  -0.369
C 0.2180 4.4522 -0.7596  -0.208
C 0.0188 5.4243 -1.6747  -0.848
C -0.9721 6.3585 -1.5534  1.017
C -1.1728 7.4171 -2.5947  0.289
O -0.3927 7.4423 -3.5785  -0.644
C -2.3860 8.3070 -2.4659  0.715
C -2.9639 8.8433 -3.6018  -0.596
C -3.9852 9.8484 -3.5025  -0.747
C -4.3916 10.0926 -2.1610  -0.375
C -3.8179 9.5371 -1.0314  -0.887
C -2.9164 8.5218 -1.1780  0.228
H -1.7636 5.5531 1.7124  0.501
H -0.1733 3.8874 1.2564  0.307
H 0.9116 3.6571 -0.9905  0.775
H 0.6696 5.3951 -2.5361  0.569
H -2.8680 8.5822 -4.6454  0.406
H -4.3547 10.4250 -4.3376  0.445
H -5.1114 10.8876 -2.0328  0.390
H -4.1965 10.0247 -0.1452  0.474
O 1.4008 0.9708 -2.9091  -0.470
C 1.3056 1.0137 -4.1183  0.427
C 1.6269 -0.1005 -5.0529  0.302
C 2.3173 -1.1918 -4.4879  -0.364
C 3.0800 -2.1107 -5.2410  -1.038
C 2.9775 -2.0269 -6.6197  -0.389
C 2.2416 -1.0555 -7.2037  -0.686
C 1.5894 -0.0185 -6.4991  0.462
C 0.8316 1.0717 -7.1202  0.115
O 0.9477 1.2654 -8.2824  -0.582
C 0.0935 2.0927 -6.2043  0.369
C -0.9375 2.9994 -6.7109  -0.901
C -1.5031 3.9010 -5.7609  -1.179
C -1.1750 3.8393 -4.3922  0.481
C -0.3130 2.9131 -3.9092  -0.921
C 0.3496 2.0612 -4.7884  0.570
H 2.4951 -1.2767 -3.4260  0.528
H 3.6051 -2.9428 -4.7957  0.510
H 3.4910 -2.7359 -7.2521  0.440
H 2.0188 -1.1619 -8.2551  0.443
H -1.2958 2.8910 -7.7239  0.494
H -2.1264 4.6356 -6.2490  0.460
H -1.4463 4.5977 -3.6726  0.431
H -0.0797 2.8463 -2.8568  0.390
O -3.9576 4.3823 -2.6171  -0.581
C -4.5580 3.6948 -1.8375  0.399
C -5.3829 4.3104 -0.6607  0.442
C -5.4550 5.7766 -0.4433  -1.127
C -5.9315 6.3282 0.6623  -0.179
C -6.7663 5.5413 1.4408  -0.829
C -6.8455 4.1872 1.1841  -0.370
C -6.1275 3.5117 0.2398  0.485
C -6.2051 2.0296 0.2116  0.494
O -6.9509 1.4199 0.9563  -0.654
C -5.3205 1.3743 -0.7982  0.614
C -5.2075 -0.0027 -0.6553  -1.111
C -4.1500 -0.6728 -1.2639  -0.450
C -3.4109 -0.0155 -2.2197  -0.015
C -3.6569 1.2943 -2.4985  -0.680
C -4.5490 2.0551 -1.7685  -0.191
H -4.9021 6.3739 -1.1531  0.590
H -5.8671 7.4004 0.7751  0.469
H -7.2305 5.9348 2.3330  0.379
H -7.6107 3.7183 1.7849  0.422
H -5.7637 -0.5889 0.0611  0.429
H -4.0082 -1.7297 -1.0927  0.434
H -2.6086 -0.4238 -2.8164  0.452
H -3.2864 1.8470 -3.3492  0.537
O 3.6787 -5.6232 -2.9232  -0.654
C 2.9989 -6.5027 -2.5441  0.539
C 3.1438 -7.9152 -2.9964  0.543
C 4.1750 -8.1742 -3.9505  -0.655
C 4.3616 -9.4960 -4.4536  -0.749
C 3.7337 -10.5089 -3.8685  -0.577
C 2.6302 -10.3129 -2.9653  -0.927
C 2.3145 -8.9814 -2.5440  0.590
C 1.2321 -8.7938 -1.5163  0.542
O 0.5326 -9.7680 -1.1831  -0.671
C 1.1505 -7.3629 -1.0570  0.513
C 0.1296 -7.1120 -0.1381  -1.520
C 0.1077 -5.9331 0.5239  -0.766
C 0.9518 -4.9251 0.2034  -0.200
C 2.0077 -5.0481 -0.6443  -0.833
C 2.1204 -6.2871 -1.3745  0.505
H 4.8985 -7.4055 -4.1788  0.469
H 5.2115 -9.6458 -5.1029  0.490
H 4.0258 -11.5343 -4.0412  0.412
H 2.2085 -11.1632 -2.4501  0.491
H -0.5737 -7.8367 0.2447  0.470
H -0.7321 -5.6205 1.1266  0.556
H 0.7428 -3.9484 0.6143  0.830
H 2.5661 -4.1578 -0.8934  0.617
O -0.3376 -0.9263 -1.0897  0.097
C -0.0440 -0.6493 0.0567  1.254
C 0.9395 0.4714 0.4658  -0.896
C 1.0754 0.8701 1.7065  0.489
O 1.8476 1.9871 1.9168  -0.573
C 0.4803 0.2742 2.9096  0.527
O 0.8481 0.5602 4.0276  -0.548
C -0.4629 -0.8558 2.5101  -0.899
C -0.6555 -1.2737 1.1945  -0.413
O -1.4946 -2.2583 0.8578  -0.696
H 1.3943 0.9913 -0.3644  0.644
H 1.6361 2.3654 2.7734  0.253
H -1.0226 -1.4831 3.1880  0.623
H -1.4975 -2.4826 -0.0756  0.168

Its SMILES is O=C1c2ccccc2C(=O)c2ccccc21.O=C1c2ccccc2C(=O)c2ccccc21.O=C1c2ccccc2C(=O)c2ccccc21.O=C1c2ccccc2C(=O)c2ccccc21.O=C1c2ccccc2C(=O)c2ccccc21.O=C1c2ccccc2C(=O)c2ccccc21.O=C1c2ccccc2C(=O)c2ccccc21.O=C1C=C(O)C(=O)C=C1O. The highest occupied orbital energy is -9.5 eV.